Record 1
{
  "formula": "C7H14N4O2S",
  "method": "ωB97M-V with the def2-TZVPD basis set",
  "elements": ["C", "C", "C", "C", "C", "C", "C", "N", "N", "N", "N", "O", "O", "S", "H", "H", "H", "H", "H", "H", "H", "H", "H", "H", "H", "H", "H", "H"],
  "coordinates": [[0.761, -0.558, -0.111], [3.272, -0.330, -0.192], [0.209, 3.289, -0.458], [-1.755, -1.281, 1.262], [-2.398, 0.994, 0.545], [-2.072, -0.742, -1.109], [-1.549, -0.151, 0.161], [0.720, -1.870, -0.544], [4.268, 0.605, -0.334], [-0.166, 0.345, 0.086], [2.032, 0.128, -0.159], [-0.756, 3.527, -1.006], [1.120, 3.121, 0.210], [3.797, -1.857, -0.157], [-2.783, -0.984, 1.697], [-1.792, -2.311, 0.937], [-0.913, -1.192, 1.964], [-3.451, 0.881, 0.234], [-2.077, 1.846, -0.071], [-2.373, 1.081, 1.600], [-1.806, 0.124, -1.838], [-1.528, -1.689, -1.431], [-3.095, -1.137, -1.045], [-0.138, -2.255, -0.286], [1.553, -2.418, -0.428], [4.028, 1.505, 0.168], [5.006, 0.223, 0.276], [1.886, 1.105, 0.029]],
  "forces_ev_per_angstrom": [[1.98, 3.24, -1.23], [-0.02, 1.84, -0.35], [-0.01, 0.02, 1.00], [-0.82, 1.91, 0.69], [-1.19, 1.07, -1.55], [1.58, -0.06, -2.52], [0.20, -2.58, 1.06], [0.61, 1.88, 0.44], [1.86, 2.10, 1.48], [-0.53, -2.39, 0.09], [-4.06, -1.23, 0.21], [-2.01, 0.45, -1.85], [2.19, -0.37, 0.82], [1.03, -4.22, 0.26], [1.75, -1.02, -0.10], [-0.11, -0.22, -0.44], [-0.66, 0.02, 0.34], [0.27, -0.41, 0.32], [0.03, 0.12, 0.88], [0.19, 0.99, 1.01], [-1.26, -1.83, 0.29], [-0.29, 1.43, 0.15], [-0.03, 1.02, -0.10], [-1.20, -1.29, 0.33], [0.15, -0.26, 0.02], [0.11, -0.94, -0.92], [0.28, 0.58, -0.58], [-0.03, 0.17, 0.24]],
  "spin_multiplicity": 3,
  "homo_lumo_gap_ev": [5.5, 5.9]
}

---

Record 2
{
  "formula": "C33H45N8O2PRhS3",
  "method": "ωB97M-V with the def2-TZVPD basis set",
  "elements": ["Rh", "C", "N", "C", "C", "N", "C", "P", "C", "N", "C", "C", "N", "C", "C", "N", "C", "C", "N", "C", "H", "H", "H", "H", "H", "H", "H", "H", "H", "H", "H", "H", "H", "H", "H", "O", "S", "C", "C", "C", "C", "S", "O", "C", "C", "C", "C", "C", "C", "C", "C", "C", "C", "C", "C", "H", "H", "H", "H", "H", "H", "H", "H", "H", "H", "H", "H", "H", "H", "H", "H", "H", "H", "C", "C", "N", "C", "S", "N", "C", "C", "H", "H", "H", "H", "H", "H", "H", "H", "H", "H", "H", "H"],
  "coordinates": [[-0.253, 0.309, 0.266], [-2.523, -0.276, 5.266], [-1.664, -0.602, 4.123], [-0.923, -1.741, 3.997], [-0.306, -1.667, 2.785], [-0.658, -0.493, 2.171], [-1.489, 0.132, 3.006], [-2.348, 1.702, 2.672], [-0.843, 2.546, 2.119], [0.008, 2.033, 1.231], [1.043, 2.917, 1.081], [0.799, 3.983, 1.894], [-0.383, 3.740, 2.535], [-1.036, 4.641, 3.490], [-2.967, 1.210, 1.026], [-2.220, 0.696, 0.054], [-3.042, 0.366, -0.983], [-4.316, 0.704, -0.632], [-4.255, 1.234, 0.627], [-5.402, 1.724, 1.397], [-2.243, -0.917, 6.097], [-3.567, -0.450, 5.016], [-2.377, 0.760, 5.559], [-0.883, -2.489, 4.770], [0.376, -2.376, 2.358], [1.866, 2.730, 0.418], [1.365, 4.882, 2.066], [-0.404, 5.515, 3.616], [-1.152, 4.148, 4.452], [-2.003, 4.956, 3.107], [-2.669, -0.069, -1.895], [-5.245, 0.621, -1.169], [-6.269, 1.740, 0.743], [-5.211, 2.734, 1.750], [-5.604, 1.064, 2.238], [-0.127, -1.340, -1.125], [-0.634, -2.620, -1.784], [0.484, -3.942, -1.171], [1.358, -3.445, -0.027], [2.618, -2.695, -0.455], [3.397, -2.174, 0.747], [2.739, -0.589, 1.435], [1.800, -0.030, 0.360], [4.180, 0.438, 1.298], [4.401, 1.203, 0.162], [5.562, 1.957, 0.089], [6.478, 1.933, 1.134], [6.239, 1.163, 2.264], [5.076, 0.412, 2.357], [-2.180, -3.067, -1.044], [-2.384, -2.987, 0.328], [-3.612, -3.362, 0.845], [-4.619, -3.812, -0.006], [-4.403, -3.889, -1.374], [-3.176, -3.511, -1.904], [1.075, -4.253, -2.033], [-0.156, -4.772, -0.875], [1.646, -4.303, 0.585], [0.746, -2.791, 0.592], [2.368, -1.868, -1.121], [3.274, -3.374, -1.004], [4.443, -1.980, 0.520], [3.352, -2.882, 1.577], [3.677, 1.210, -0.644], [5.757, 2.562, -0.787], [7.382, 2.523, 1.068], [6.950, 1.155, 3.078], [4.874, -0.178, 3.244], [-1.594, -2.644, 0.983], [-3.784, -3.324, 1.913], [-5.574, -4.113, 0.404], [-5.185, -4.247, -2.030], [-2.997, -3.567, -2.971], [3.020, -0.125, -4.914], [2.072, -0.878, -3.991], [1.561, -0.057, -2.891], [0.585, 0.836, -2.971], [0.135, 1.760, -1.568], [-0.030, 1.052, -4.122], [-1.030, 2.094, -4.416], [-0.493, 3.515, -4.350], [3.341, -0.778, -5.724], [3.905, 0.202, -4.370], [2.555, 0.756, -5.357], [2.587, -1.720, -3.531], [1.224, -1.303, -4.536], [1.969, -0.156, -1.975], [0.299, 0.529, -4.921], [-1.893, 1.950, -3.762], [-1.358, 1.884, -5.432], [-0.305, 3.837, -3.329], [-1.225, 4.189, -4.794], [0.430, 3.606, -4.923]],
  "forces_ev_per_angstrom": [[0.71, 0.63, -0.37], [0.03, -0.02, 0.00], [-0.02, -0.03, 0.05], [0.01, 0.04, 0.04], [0.14, 0.13, 0.12], [-0.26, -0.48, 0.09], [-0.12, -0.14, -0.05], [-0.07, 0.02, -0.03], [-0.04, 0.04, -0.26], [-0.06, 0.12, 0.25], [-0.03, -0.01, 0.16], [0.04, -0.01, 0.02], [-0.04, 0.01, 0.02], [0.04, 0.01, 0.00], [0.02, 0.09, 0.03], [0.22, -0.35, 0.16], [0.05, 0.07, -0.07], [-0.01, 0.02, 0.03], [-0.03, 0.00, -0.02], [-0.01, 0.01, -0.02], [0.00, 0.00, 0.00], [0.00, 0.01, 0.00], [-0.01, 0.00, 0.00], [0.00, 0.00, 0.00], [0.03, 0.00, 0.00], [0.03, 0.01, -0.01], [0.00, 0.00, 0.00], [0.00, 0.00, 0.00], [-0.01, 0.00, 0.00], [0.00, 0.00, 0.00], [-0.03, 0.05, 0.06], [0.00, 0.00, 0.00], [0.00, 0.00, 0.00], [0.00, 0.00, 0.01], [0.00, 0.00, 0.00], [-0.43, 0.03, 0.47], [-0.10, -0.03, -0.09], [0.01, 0.12, 0.02], [-0.05, -0.01, -0.02], [-0.01, -0.08, 0.08], [0.05, 0.12, -0.02], [0.05, -0.08, 0.25], [-0.06, 0.02, -0.55], [-0.02, -0.06, 0.09], [-0.01, -0.04, -0.04], [0.00, 0.00, 0.00], [-0.01, 0.00, 0.01], [0.00, 0.01, -0.01], [0.00, 0.01, 0.03], [0.06, -0.03, -0.01], [0.04, -0.01, 0.05], [0.00, 0.02, -0.02], [0.00, 0.00, -0.03], [-0.01, 0.00, 0.02], [0.00, 0.03, -0.02], [-0.01, 0.00, -0.02], [0.01, -0.01, -0.01], [-0.02, -0.01, -0.01], [0.04, 0.00, 0.06], [0.00, -0.14, 0.04], [0.03, 0.02, 0.00], [-0.01, -0.02, -0.07], [0.05, 0.02, 0.02], [0.00, 0.03, -0.01], [0.00, 0.00, 0.00], [0.00, 0.00, 0.00], [0.00, 0.00, 0.00], [0.00, 0.00, 0.00], [-0.07, -0.03, -0.07], [0.00, 0.00, 0.01], [0.00, -0.01, 0.00], [0.00, 0.00, 0.00], [0.00, 0.00, 0.00], [0.02, 0.01, -0.02], [-0.07, 0.01, 0.03], [0.09, 0.23, -0.08], [0.04, -0.21, -0.11], [-0.25, -0.17, -0.08], [0.10, 0.02, -0.11], [-0.16, -0.03, -0.07], [0.04, -0.06, -0.09], [0.01, 0.00, 0.00], [0.00, 0.00, 0.00], [-0.01, -0.01, 0.00], [0.00, -0.02, -0.01], [0.00, 0.00, -0.02], [-0.04, 0.03, 0.06], [0.08, 0.10, -0.01], [0.12, 0.06, 0.03], [-0.05, -0.05, 0.03], [0.02, 0.02, 0.04], [-0.01, 0.01, 0.04], [-0.01, 0.00, -0.01]],
  "total_charge": 3,
  "relative_energy_kcal_mol": 12.90,
  "homo_lumo_gap_ev": 8.6
}